The following is a DFT calculation (wB97M-V/def2-TZVPD) of a cluster of 5 separate species, C51H116F6N2OP3 in total in a non-equilibrium geometry.

Positions of all 179 atoms, in Å:
P: -1.603 0.516 2.131
F: -1.527 -0.566 3.301
F: -3.172 0.681 2.403
F: -1.251 1.762 3.059
F: -1.744 1.496 0.819
F: -0.004 0.374 1.817
F: -1.862 -0.728 1.070
C: 0.241 0.273 -1.474
C: 0.909 -0.372 -2.669
C: 2.395 -0.102 -2.723
C: 3.077 -0.700 -3.953
N: 4.117 0.201 -4.611
C: 4.754 -0.519 -5.769
C: 3.946 -0.194 -7.031
C: 3.022 0.973 -6.645
C: 3.474 1.399 -5.251
C: 5.182 0.624 -3.611
C: 6.060 -0.506 -3.094
C: 7.535 -0.211 -3.256
H: 0.617 -0.094 -0.520
H: -0.847 0.165 -1.487
H: 0.294 1.370 -1.460
H: 0.397 -0.080 -3.593
H: 0.706 -1.448 -2.612
H: 2.908 -0.472 -1.825
H: 2.629 0.965 -2.629
H: 2.347 -0.757 -4.768
H: 3.512 -1.684 -3.819
H: 5.788 -0.177 -5.828
H: 4.838 -1.580 -5.556
H: 4.561 -0.027 -7.906
H: 3.285 -1.048 -7.183
H: 3.201 1.846 -7.273
H: 1.963 0.736 -6.698
H: 4.290 2.115 -5.340
H: 2.704 1.830 -4.616
H: 4.676 1.209 -2.841
H: 5.726 1.392 -4.165
H: 5.794 -1.401 -3.662
H: 5.834 -0.798 -2.068
H: 8.169 -1.003 -2.857
H: 7.832 0.611 -2.589
H: 7.841 0.083 -4.258
C: -0.395 5.038 -1.697
C: -0.864 4.849 -0.261
C: 0.043 3.992 0.612
C: 1.368 4.700 0.931
P: 2.538 3.578 1.735
C: 2.583 1.937 1.003
C: 3.390 0.853 1.703
C: 4.830 0.723 1.220
C: 5.574 -0.346 2.010
C: 4.151 4.373 1.765
C: 5.085 3.931 2.890
C: 6.512 4.432 2.695
C: 7.396 4.176 3.914
C: 1.987 3.394 3.451
C: 1.871 4.681 4.257
C: 1.522 4.425 5.719
C: 2.502 3.550 6.487
H: 0.038 4.116 -2.112
H: 0.420 5.764 -1.752
H: -1.188 5.318 -2.387
H: -1.846 4.358 -0.311
H: -1.102 5.816 0.191
H: 0.299 3.078 0.074
H: -0.503 3.726 1.517
H: 1.260 5.590 1.553
H: 1.874 5.026 0.014
H: 2.870 2.070 -0.046
H: 1.526 1.653 1.040
H: 2.908 -0.105 1.502
H: 3.441 1.001 2.782
H: 5.386 1.660 1.356
H: 4.894 0.565 0.136
H: 5.800 -0.057 3.039
H: 6.559 -0.543 1.580
H: 5.027 -1.290 2.058
H: 4.040 5.458 1.816
H: 4.668 4.159 0.820
H: 4.999 2.875 3.166
H: 4.740 4.398 3.824
H: 6.451 5.509 2.514
H: 6.947 3.963 1.804
H: 8.379 4.630 3.791
H: 7.538 3.109 4.077
H: 6.944 4.681 4.769
H: 2.705 2.721 3.922
H: 1.018 2.892 3.348
H: 1.081 5.303 3.822
H: 2.761 5.313 4.163
H: 0.571 3.876 5.728
H: 1.359 5.387 6.202
H: 2.628 2.561 6.040
H: 2.288 3.453 7.546
H: 3.511 3.983 6.401
C: -5.201 -8.214 2.327
C: -3.697 -8.395 2.495
C: -2.906 -7.100 2.621
C: -2.980 -6.200 1.394
P: -2.297 -4.554 1.547
C: -2.919 -3.788 3.033
C: -4.442 -3.670 3.173
C: -4.851 -2.614 4.200
C: -6.305 -2.718 4.579
C: -0.518 -4.574 1.666
C: 0.142 -3.188 1.845
C: 1.631 -3.270 1.530
C: 1.959 -3.386 0.052
C: -2.824 -3.526 0.181
C: -2.556 -4.018 -1.244
C: -2.795 -2.953 -2.309
C: -2.250 -3.416 -3.661
H: -5.709 -9.111 2.667
H: -5.471 -7.926 1.312
H: -5.563 -7.395 2.960
H: -3.296 -9.024 1.695
H: -3.490 -8.957 3.409
H: -1.854 -7.308 2.840
H: -3.262 -6.572 3.514
H: -3.995 -6.062 0.998
H: -2.479 -6.714 0.561
H: -2.556 -2.745 3.014
H: -2.420 -4.124 3.946
H: -4.848 -4.654 3.437
H: -4.899 -3.417 2.211
H: -4.605 -1.653 3.736
H: -4.198 -2.714 5.070
H: -7.000 -2.820 3.743
H: -6.587 -1.811 5.118
H: -6.501 -3.571 5.229
H: -0.140 -5.029 0.740
H: -0.179 -5.270 2.438
H: 0.029 -2.871 2.879
H: -0.311 -2.510 1.121
H: 2.071 -4.128 2.056
H: 2.200 -2.424 1.924
H: 3.008 -3.203 -0.182
H: 1.408 -2.603 -0.496
H: 1.662 -4.326 -0.416
H: -2.252 -2.602 0.308
H: -3.865 -3.232 0.333
H: -3.053 -4.965 -1.470
H: -1.487 -4.271 -1.318
H: -2.279 -2.026 -2.037
H: -3.855 -2.715 -2.431
H: -1.169 -3.294 -3.715
H: -2.664 -2.788 -4.461
H: -2.607 -4.404 -3.950
C: -7.258 2.609 -2.573
C: -6.433 1.490 -1.994
N: -5.126 1.933 -1.367
C: -5.414 2.779 -0.183
C: -4.354 0.694 -0.886
C: -5.001 -0.052 0.224
C: -4.268 2.738 -2.279
C: -3.976 2.140 -3.641
O: -3.213 0.969 -3.544
C: -2.881 0.457 -4.839
H: -7.555 3.326 -1.797
H: -8.228 2.216 -2.876
H: -6.782 3.216 -3.338
H: -6.144 0.769 -2.758
H: -6.964 1.000 -1.187
H: -6.253 2.425 0.407
H: -5.716 3.767 -0.537
H: -4.522 2.970 0.409
H: -3.376 1.108 -0.644
H: -4.154 0.126 -1.792
H: -6.005 -0.424 0.013
H: -5.152 0.541 1.124
H: -4.338 -0.872 0.488
H: -3.340 2.981 -1.754
H: -4.739 3.705 -2.453
H: -3.485 2.892 -4.269
H: -4.959 1.966 -4.107
H: -2.211 1.161 -5.337
H: -3.769 0.223 -5.427
H: -2.355 -0.483 -4.672

Forces on the atoms, in the same order (eV/Å):
P 0.119 -0.338 -1.010
F 0.429 0.195 0.338
F -0.083 0.079 -0.080
F -0.177 0.082 0.324
F 0.091 0.354 0.174
F 0.023 -0.240 0.082
F -0.261 0.082 0.129
C -0.742 0.752 0.160
C -0.589 -0.299 0.082
C 1.160 -0.004 0.361
C -0.604 0.833 -1.155
N 0.237 -0.597 1.035
C 0.881 0.056 -0.397
C -1.072 -0.738 0.934
C 0.568 0.881 0.022
C 0.311 0.130 -0.064
C -0.420 0.921 -0.275
C -0.335 -0.611 -0.483
C 0.733 0.581 1.153
H -0.031 -0.062 0.011
H 0.090 -0.576 0.049
H 0.598 -0.056 -0.135
H 0.246 0.297 -0.045
H 0.295 -0.054 0.010
H -0.299 -0.337 -0.012
H -0.472 0.105 -0.413
H -0.164 -0.451 0.226
H 0.098 0.036 0.206
H -0.099 0.259 -0.078
H -0.297 -0.039 0.022
H 0.064 0.024 -0.008
H 0.256 -0.068 -0.565
H -0.256 -0.131 -0.204
H 0.010 -0.155 0.023
H -0.134 0.141 -0.025
H -0.014 -0.142 0.101
H -0.069 -0.322 0.151
H 0.467 -0.322 0.055
H 0.212 -0.076 -0.039
H -0.070 0.365 0.101
H -0.177 -0.350 -0.498
H -0.273 0.204 -0.255
H -0.080 -0.264 -0.130
C 0.862 -0.232 -0.129
C -0.991 -0.259 -0.396
C 0.161 0.654 -0.177
C 0.297 -0.550 -0.538
P 0.244 0.783 1.494
C -0.662 0.362 -0.182
C 0.746 -0.050 -0.345
C 0.590 0.497 0.255
C 0.496 -0.318 -0.124
C 0.716 -0.248 -0.433
C -0.341 0.427 1.435
C 0.075 -0.370 -0.199
C -0.140 0.429 -0.310
C 0.118 -0.215 -0.540
C -0.170 0.601 -0.323
C -0.620 -0.763 0.075
C 1.314 0.488 -0.598
H -0.159 -0.099 0.202
H -0.210 0.183 -0.151
H -0.046 0.311 0.146
H 0.134 -0.162 0.164
H 0.311 0.017 0.119
H -0.351 -0.107 0.023
H 0.198 -0.142 0.089
H -0.003 -0.078 0.136
H -0.161 0.038 -0.051
H -0.032 -0.170 -0.012
H 0.046 -0.063 -0.207
H -0.205 0.043 0.234
H -0.335 -0.101 0.060
H -0.219 0.064 0.059
H -0.250 -0.357 0.036
H -0.342 0.217 -0.005
H -0.121 -0.088 -0.144
H -0.009 0.017 -0.096
H -0.208 -0.015 -0.071
H -0.278 0.078 -0.120
H 0.330 -0.156 -0.558
H -0.083 0.070 -0.157
H 0.098 -0.030 -0.126
H 0.016 0.130 -0.011
H 0.029 -0.067 -0.126
H -0.104 0.001 0.267
H 0.047 -0.365 0.224
H -0.166 -0.155 0.020
H 0.063 -0.132 0.378
H -0.098 -0.107 0.076
H 0.178 -0.270 0.131
H -0.138 0.364 0.011
H 0.049 -0.049 0.143
H -0.404 -0.106 0.182
H -0.239 -0.031 -0.003
H -0.114 0.064 0.251
C 0.210 0.589 0.386
C 0.287 -0.313 0.094
C 0.121 0.384 0.522
C -0.110 -0.483 -0.945
P -0.366 -0.164 0.758
C -0.019 1.624 0.424
C -0.087 -0.880 0.024
C 0.643 -0.329 -0.742
C -0.475 0.321 0.465
C 0.912 -0.178 -0.517
C 0.239 -0.606 -0.312
C 0.863 -0.553 0.203
C -0.529 0.564 -0.745
C 0.221 0.529 -0.521
C 0.771 -0.276 0.234
C -0.047 -0.287 -0.384
C -0.685 0.738 -0.568
H -0.219 -0.054 -0.395
H -0.124 -0.375 -0.089
H 0.066 -0.099 0.109
H -0.006 0.134 -0.081
H -0.131 0.002 0.016
H -0.019 -0.152 -0.123
H -0.131 0.065 -0.143
H -0.100 0.031 0.405
H 0.146 0.181 0.037
H 0.143 -0.102 -0.427
H -0.180 -0.642 -0.146
H -0.072 0.096 0.077
H 0.026 0.013 -0.015
H -0.131 0.146 0.239
H -0.147 0.069 0.136
H 0.249 0.097 -0.226
H -0.164 -0.145 0.080
H 0.117 0.013 0.057
H -0.171 0.056 -0.054
H -0.312 0.055 0.182
H -0.337 0.375 -0.132
H -0.069 0.386 0.482
H -0.104 0.011 -0.004
H -0.426 0.229 0.104
H 0.117 -0.236 0.225
H 0.029 -0.062 0.070
H 0.105 -0.113 0.163
H -0.125 -0.001 0.127
H -0.075 -0.243 0.030
H -0.332 0.200 -0.062
H -0.047 0.014 0.093
H -0.103 0.001 0.186
H -0.042 -0.052 0.257
H 0.084 -0.481 0.022
H 0.150 0.114 0.153
H 0.415 -0.249 0.295
C -0.594 0.762 0.923
C 0.544 0.195 -0.338
N -0.191 -0.416 0.670
C -0.270 1.563 -0.025
C 0.577 0.856 -1.097
C -0.700 -0.126 0.723
C 0.749 0.554 -0.451
C -0.805 0.071 0.114
O 0.010 -0.152 -0.396
C 0.247 -0.280 0.610
H 0.198 -0.111 0.062
H 0.213 -0.120 -0.511
H -0.063 -0.380 -0.350
H -0.168 -0.158 0.088
H -0.133 -0.188 -0.111
H 0.221 -0.447 0.072
H -0.067 -0.125 -0.108
H 0.084 -0.559 0.078
H -0.056 -0.182 0.559
H -0.385 -0.298 0.133
H 0.196 -0.339 -0.437
H 0.444 0.086 0.016
H -0.089 -0.069 0.055
H -0.038 -0.316 0.159
H -0.266 -0.121 0.041
H 0.121 0.092 0.180
H 0.249 -0.265 -0.278
H -0.151 0.000 -0.283
H -0.055 0.286 -0.102
H 0.059 0.101 0.025

2S+1   1
Charge   +3
Highest occupied orbital energy   -16.39 eV
Electronic energy   -3820.27015 hartree
LUMO   -5.582 eV
Orbital gap   10.8 eV